# 1
Density functional theory data (ωB97M-V with the def2-TZVPD basis set) for 2 unconnected molecules or ions with the total composition CH3O2Si.

Computed properties:
- relative energy (zero: lowest compared OMol25 entry of this formula, charge and spin) (kJ/mol) = 32.2
- E_LUMO (eV) = 4.365
- E_tot (eV) = -13058.643
- gap between HOMO and LUMO (Ha) = 0.30845
- HOMO (eV) = -4.0
- maximum force (eV/A) = 2.13

Geometry as ORCA input:
```
! RIJCOSX wB97M-V def2-TZVPD def2/J DEFGRID3
* xyz -1 1
C 0.57 1.58 -1.89
O -0.79 -0.25 -0.94
O 1.23 1.93 -1.02
Si -0.38 -0.65 0.51
H -0.72 0.25 1.62
H -0.98 -2.25 0.77
H 1.07 -0.61 0.96
*
```

For reference, the Löwdin charges in units of e are: -0.06, -0.65, -0.05, 0.11, -0.14, -0.09, -0.13

# 2
Density functional theory data (ωB97M-V with the def2-TZVPD basis set) for 2 unconnected molecules or ions with the total composition C4H8O2.

Computed properties:
- relative energy (zero: lowest compared OMol25 entry of this formula, charge and spin) (kJ/mol) = 236.0
- E_LUMO (eV) = 0.905
- E_tot (eV) = -8370.836
- gap between HOMO and LUMO (Ha) = 0.39095
- HOMO (eV) = -9.7
- maximum force (eV/A) = 2.73

Geometry as ORCA input:
```
! RIJCOSX wB97M-V def2-TZVPD def2/J DEFGRID3
* xyz 0 1
C 1.57 0.02 -0.92
C 0.44 0.75 -0.27
C -0.91 0.53 -0.75
O -1.88 0.39 -0.03
C -1.16 -1.07 1.73
O 0.00 -1.31 1.49
H 2.48 0.59 -0.77
H 1.71 -0.94 -0.46
H 1.40 -0.13 -1.98
H 0.54 0.96 0.80
H 0.25 1.78 -0.78
H -1.01 0.46 -1.84
H -1.46 -0.29 2.42
H -1.95 -1.72 1.37
*
```

For reference, the Löwdin charges in units of e are: -0.09, -0.24, -0.31, 0.01, -0.17, -0.03, 0.07, 0.07, 0.08, 0.12, 0.16, 0.14, 0.09, 0.09

# 3
Density functional theory data (ωB97M-V with the def2-TZVPD basis set) for a molecular structure, C29H78O11.

Computed properties:
- relative energy (zero: lowest compared OMol25 entry of this formula, charge and spin) (kJ/mol) = 1630.7
- E_LUMO (eV) = 0.238
- E_tot (eV) = -53843.263
- gap between HOMO and LUMO (Ha) = 0.37102
- HOMO (eV) = -9.9
- maximum force (eV/A) = 17.19

Geometry as ORCA input:
```
! RIJCOSX wB97M-V def2-TZVPD def2/J DEFGRID3
* xyz 0 1
C -0.86 -4.59 0.39
C 0.15 -5.41 -0.47
O 1.44 -4.91 -0.22
O -2.04 -5.35 0.35
H -0.96 -3.53 0.20
H -0.62 -4.82 1.38
H -0.08 -5.42 -1.55
H 0.31 -6.44 -0.30
H 1.98 -5.48 -0.83
H -2.29 -6.06 0.86
C -0.94 3.69 -2.00
C -2.02 2.90 -2.69
C -3.28 2.43 -1.87
O -2.40 3.56 -3.90
H 0.06 3.74 -2.49
H -0.65 3.28 -0.87
H -1.16 4.79 -1.64
H -1.48 1.99 -3.06
H -4.07 1.79 -2.39
H -3.94 3.38 -1.75
H -2.90 2.19 -0.88
H -3.32 3.26 -4.26
C 1.19 4.47 1.57
C 2.48 3.57 1.08
C 1.96 2.40 0.17
O 3.42 4.32 0.34
H 1.46 5.19 2.27
H 0.35 3.84 1.95
H 0.71 4.87 0.74
H 3.04 3.09 1.93
H 1.22 1.86 0.60
H 2.95 1.72 -0.04
H 1.38 2.86 -0.72
H 4.14 3.76 0.33
C -1.91 0.04 -5.04
C -1.58 -1.40 -5.56
C -1.52 -1.49 -7.12
O -0.54 -2.03 -4.83
H -2.30 -0.05 -3.90
H -2.76 0.37 -5.62
H -0.90 0.71 -5.16
H -2.40 -2.18 -5.14
H -0.80 -2.45 -7.30
H -0.89 -0.57 -7.49
H -2.62 -1.57 -7.44
H -0.76 -2.99 -4.87
C 2.50 1.05 4.87
C 2.29 -0.39 4.37
C 1.24 -1.07 5.14
O 2.02 -0.48 2.99
H 3.28 1.48 4.54
H 2.89 1.21 5.94
H 1.86 1.67 4.53
H 3.25 -0.84 4.63
H 1.36 -1.33 6.22
H 1.01 -2.01 4.78
H 0.03 -0.46 5.37
H 1.99 -1.48 2.74
C -2.43 -0.93 0.70
C -0.93 -0.78 0.72
C -0.16 -0.65 -0.53
O -0.61 0.37 1.52
H -3.05 -0.95 1.60
H -2.63 -1.74 0.20
H -2.94 -0.04 0.12
H -0.54 -1.56 1.43
H -0.89 -0.95 -1.43
H 0.75 -1.22 -0.45
H -0.08 0.43 -1.10
H 0.23 0.18 2.00
C -2.94 -2.08 4.42
C -4.35 -2.12 4.28
C -4.92 -3.35 3.49
O -4.89 -2.36 5.59
H -2.47 -2.47 5.14
H -2.65 -1.03 4.60
H -2.36 -2.29 3.45
H -4.71 -1.15 3.94
H -4.61 -3.25 2.42
H -5.98 -3.21 3.21
H -4.72 -4.27 3.98
H -4.42 -1.89 6.23
C -2.15 3.92 3.88
C -2.60 3.34 2.55
C -3.49 2.08 2.77
O -3.38 4.24 1.89
H -3.02 4.16 4.36
H -1.48 4.75 3.79
H -1.77 3.31 4.32
H -1.83 2.98 2.06
H -3.95 1.54 1.82
H -4.45 2.31 3.21
H -2.96 1.19 3.06
H -2.99 4.97 1.53
C 6.25 -3.58 -0.70
C 5.48 -2.38 -1.44
C 4.07 -2.00 -0.84
O 6.38 -1.23 -1.32
H 5.79 -4.46 -0.66
H 6.14 -3.30 0.37
H 7.21 -3.65 -1.07
H 5.48 -2.69 -2.46
H 4.23 -1.96 0.16
H 3.68 -2.93 -0.90
H 3.48 -1.21 -1.29
H 6.26 -0.59 -2.14
C 2.02 0.56 -3.17
C 2.59 1.48 -4.37
C 3.41 2.66 -4.01
O 3.43 0.77 -5.24
H 2.66 0.42 -2.26
H 1.35 -0.25 -3.41
H 1.29 1.10 -2.67
H 1.79 1.84 -5.05
H 2.76 3.40 -3.37
H 3.69 3.28 -4.78
H 4.18 2.38 -3.35
H 2.77 0.16 -5.64
*
```

Results of the Löwdin charge analysis, in e, for atoms 1 through 99: -0.18, -0.25, -0.10, -0.06, 0.11, 0.10, 0.12, 0.10, 0.11, 0.05, -0.08, -0.52, -0.05, -0.11, 0.07, 0.11, 0.11, 0.09, 0.09, 0.10, 0.04, 0.14, 0.00, -0.42, -0.06, -0.03, 0.04, 0.07, 0.04, 0.13, -0.02, 0.14, 0.07, 0.04, -0.07, -0.56, -0.08, -0.11, 0.11, 0.05, 0.13, 0.16, 0.11, 0.10, 0.09, 0.10, -0.02, -0.49, -0.09, -0.07, 0.00, 0.14, 0.01, 0.13, 0.08, 0.03, 0.18, 0.15, -0.04, -0.51, -0.05, -0.10, 0.07, 0.00, 0.12, 0.14, 0.12, 0.07, 0.12, 0.06, -0.08, -0.47, -0.03, -0.04, 0.01, 0.09, 0.12, 0.13, 0.08, 0.08, 0.07, 0.04, 0.01, -0.47, -0.03, 0.01, 0.08, 0.10, -0.06, 0.06, 0.10, 0.07, 0.04, 0.06, -0.02, -0.39, -0.01, -0.12, 0.02

# 4
Density functional theory data (ωB97M-V with the def2-TZVPD basis set) for 2 unconnected molecules or ions with the total composition C7H14.

Computed properties:
- relative energy (zero: lowest compared OMol25 entry of this formula, charge and spin) (kJ/mol) = 361.5
- E_LUMO (eV) = 0.926
- E_tot (eV) = -7482.548
- gap between HOMO and LUMO (Ha) = 0.41233
- HOMO (eV) = -10.3
- maximum force (eV/A) = 3.99

Geometry as ORCA input:
```
! RIJCOSX wB97M-V def2-TZVPD def2/J DEFGRID3
* xyz 0 1
C -0.71 -0.08 0.02
C -0.53 -1.03 1.17
C -2.18 0.08 -0.52
C 0.14 -0.42 -1.17
C -0.37 1.32 0.45
C 3.53 -0.40 -0.12
C 2.97 0.64 0.11
H -1.10 -0.76 2.11
H -0.84 -2.01 0.87
H 0.53 -1.14 1.41
H -2.13 0.58 -1.58
H -2.71 -0.99 -0.42
H -2.88 0.69 0.17
H -0.18 0.32 -2.01
H -0.14 -1.48 -1.52
H 1.17 -0.32 -0.90
H 0.67 1.33 0.86
H -0.68 2.10 -0.28
H -0.94 1.35 1.51
H 3.88 -1.41 -0.46
H 2.49 1.61 0.29
*
```

For reference, the Löwdin charges in units of e are: -0.75, -0.07, -0.09, -0.09, -0.10, -0.01, -0.03, 0.10, 0.07, 0.08, 0.10, 0.11, 0.09, 0.11, 0.11, 0.01, 0.04, 0.09, 0.12, 0.06, 0.04

Which of these has the highest E_tot? C7H14

Look up the relative energy (zero: lowest compared OMol25 entry of this formula, charge and spin) of the first one. 32.2 kJ/mol

Among the records above, which one has the highest E_tot? C7H14